{
  "formula": "C5H15N2",
  "method": "ωB97M-V/def2-TZVPD",
  "total_charge": 2,
  "spin_multiplicity": 2,
  "s2": 0.754,
  "relative_energy_ev": 0.782,
  "symbols": ["C", "C", "C", "C", "C", "N", "N", "H", "H", "H", "H", "H", "H", "H", "H", "H", "H", "H", "H", "H", "H", "H"],
  "coordinates": [[1.7147, 1.0797, -1.4896], [0.8007, 0.1226, -0.7356], [-0.6313, 0.6658, -0.5092], [-1.6032, -0.0836, 0.4136], [-0.9949, -0.6958, 1.7071], [-0.2778, 0.2766, 2.4851], [0.6971, -1.2317, -1.4407], [1.3366, 2.0960, -1.4056], [1.8937, 0.7713, -2.5131], [2.6791, 1.1228, -1.0165], [1.1910, -0.0519, 0.2691], [-1.0560, 0.8107, -1.4964], [-0.4802, 1.6690, -0.1252], [-2.1113, -0.8697, -0.1565], [-2.4182, 0.5616, 0.7504], [-1.8435, -0.9585, 2.3717], [-0.3712, -1.5685, 1.5558], [-0.8142, 1.0838, 2.8333], [0.2816, -0.1014, 3.2650], [1.5189, -1.8438, -1.3286], [0.5535, -1.1193, -2.4464], [-0.0650, -1.7357, -0.9874]],
  "forces_ev_per_a": [[0.0, -0.1, 0.4], [-0.7, 0.2, 0.6], [0.7, 0.3, -0.3], [-0.2, -0.5, 0.0], [0.4, 0.9, -1.0], [-1.3, -1.0, 1.7], [0.5, -0.1, 0.8], [-0.2, 0.0, -0.4], [-0.2, 0.2, -0.3], [0.5, -0.2, 0.2], [0.4, -0.5, -0.2], [-0.5, 0.0, -0.1], [0.1, 0.2, 0.1], [0.1, -0.2, 0.4], [0.1, 0.2, -0.4], [-0.1, -0.2, 0.1], [0.1, -0.2, 0.2], [0.3, 0.3, -0.6], [0.5, 0.2, -0.5], [0.1, 0.4, -0.1], [-0.3, 0.0, 0.0], [-0.2, -0.2, -0.6]]
}